DFT (ωB97M-V/def2-TZVPD) results for a structure of composition C30H40N9O6S2Yb.

Structure (XYZ):
```
88
C30H40N9O6S2Yb | the Open Molecules 2025 dataset | ωB97M-V/def2-TZVPD
Yb -0.24198 0.01870 0.29524
C -3.57876 3.55285 -2.51154
O -2.29583 3.62435 -1.89741
C -1.23266 3.18781 -2.66283
C -0.95356 3.75138 -3.89260
C 0.14626 3.32760 -4.64039
C 0.95833 2.33891 -4.12437
C 0.70119 1.76667 -2.87560
C 1.60475 0.70531 -2.42079
N 1.46304 0.01956 -1.35369
N 2.42783 -0.99061 -1.19082
C 2.13655 -1.76365 -0.17841
O 1.10106 -1.66965 0.58665
C 3.06181 -2.90864 0.08312
C 2.71279 -3.83538 1.05903
C 3.54344 -4.91716 1.32404
C 4.72761 -5.07254 0.61658
C 5.07736 -4.14685 -0.36077
C 4.24820 -3.06933 -0.62798
C -0.40478 2.18681 -2.10855
O -0.65677 1.69246 -0.92788
H -3.56589 3.94099 -3.52970
H -4.25537 4.15681 -1.91198
H -3.93016 2.51935 -2.53082
H -1.59662 4.53592 -4.27253
H 0.35534 3.77060 -5.60451
H 1.81807 1.99013 -4.68682
H 2.45283 0.45858 -3.06001
H 1.78757 -3.69037 1.60142
H 3.26607 -5.63854 2.08298
H 5.38119 -5.90959 0.82840
H 5.99876 -4.26756 -0.91679
H 4.50563 -2.34078 -1.38467
N -0.87634 -1.77136 -1.45928
C -1.85906 -1.80485 -2.56259
C -3.26995 -1.62208 -2.03860
C -3.59463 -0.18472 -1.59215
C -3.91176 -0.03005 -0.10489
N -2.71602 0.39452 0.65293
H 0.05740 -1.89317 -1.84033
H -1.03436 -2.57496 -0.85197
H -1.79056 -2.74926 -3.10864
H -1.60819 -1.00398 -3.26305
H -3.40546 -2.31457 -1.20117
H -3.97095 -1.93862 -2.81338
H -4.43460 0.19108 -2.18005
H -2.74324 0.46770 -1.81322
H -4.25202 -0.97982 0.30836
H -4.71962 0.69179 0.03714
H -2.86736 0.24164 1.64627
H -2.59672 1.40336 0.55330
O 1.34430 0.00985 3.65254
N 0.77551 0.20836 2.63158
O -0.43302 -0.20890 2.41254
O 1.29719 0.85648 1.64452
N -0.51440 4.62568 0.23145
C -0.06434 3.82413 1.20766
S -1.08602 2.90170 2.18700
N 1.27393 3.74090 1.38262
C 2.30332 4.42444 0.68986
C 2.23936 5.78485 0.41265
C 3.29764 6.40073 -0.24450
C 4.42326 5.67478 -0.60945
C 4.48736 4.31870 -0.31089
C 3.43197 3.69381 0.33179
H -1.45769 4.43812 -0.07537
H 0.12862 4.91323 -0.49134
H 1.54547 2.94779 1.94635
H 1.38162 6.36286 0.73239
H 3.24271 7.46133 -0.45687
H 5.24807 6.16221 -1.11249
H 5.35851 3.73912 -0.58869
H 3.46990 2.63334 0.55632
C -1.06702 -2.71010 4.34961
N -1.64458 -3.93598 3.83466
C -1.87175 -5.08544 4.70130
C -2.47332 -6.12457 3.74193
N -2.82918 -5.29176 2.59940
C -2.24223 -4.07103 2.64418
S -2.28904 -2.94994 1.38743
H -0.05202 -2.89326 4.70514
H -1.66894 -2.32845 5.17866
H -1.03002 -1.96934 3.55633
H -2.55564 -4.82156 5.51222
H -0.93338 -5.41848 5.14340
H -3.34826 -6.61350 4.16442
H -1.74478 -6.88970 3.46914
H -3.11304 -5.65720 1.70783
```

Properties
Spin multiplicity: 2
ΔE to the lowest compared entry with this formula, charge and spin in kcal per mole: 0.00
E_HOMO in Ha: -0.27506
HOMO-LUMO gap in eV: 7.8